{
  "formula": "C22H17IN3O2Pd",
  "method": "ωB97M-V/def2-TZVPD",
  "total_charge": 3,
  "e_above_lowest_kj_mol": 179.74,
  "lumo_ev": [-10.59, -12.94],
  "multiplicity": 5,
  "fmax_ha_per_bohr": 0.0635,
  "s_squared": 6.10,
  "symbols": ["I", "Pd", "O", "O", "N", "N", "N", "C", "C", "C", "C", "C", "C", "C", "C", "C", "C", "C", "C", "C", "C", "C", "C", "C", "C", "C", "C", "C", "C", "H", "H", "H", "H", "H", "H", "H", "H", "H", "H", "H", "H", "H", "H", "H", "H", "H"],
  "coordinates": [[-2.194, -3.729, -1.414], [-0.730, -1.288, -1.173], [-0.659, -1.799, 1.934], [1.110, -2.011, -0.566], [-2.592, -0.752, -1.630], [0.030, 0.036, 0.224], [1.080, 0.756, 0.023], [-1.270, 1.764, 1.486], [5.161, 1.300, -2.257], [4.203, 0.456, -1.725], [5.128, 2.655, -2.005], [-5.333, -0.665, -1.479], [3.242, 2.364, -0.526], [3.265, -1.819, -1.571], [-4.548, 0.522, -1.319], [-1.043, -2.800, 2.845], [-1.039, -0.566, 2.239], [-1.889, 1.132, 3.734], [-1.431, -0.158, 3.503], [2.129, -1.286, -0.884], [2.104, 0.137, -0.645], [-3.190, 0.477, -1.515], [-3.272, -1.878, -1.672], [-0.779, 0.445, 1.287], [-4.671, -1.872, -1.693], [4.168, 3.211, -1.128], [-1.808, 2.090, 2.729], [4.297, -0.963, -1.851], [3.189, 1.011, -0.915], [-0.937, -3.762, 2.337], [5.921, 0.835, -2.901], [-1.052, 2.523, 0.722], [4.204, 4.252, -0.907], [-2.115, -2.665, 3.114], [3.236, -2.844, -1.939], [-2.194, 3.079, 2.993], [-2.573, 1.394, -1.448], [-2.330, 1.344, 4.692], [-5.021, 1.501, -1.091], [5.233, -1.400, -2.262], [5.832, 3.339, -2.520], [-5.191, -2.819, -1.840], [2.645, 2.693, 0.302], [-0.428, -2.795, 3.758], [-6.379, -0.560, -1.356], [-1.508, -0.886, 4.312]],
  "lowdin_charge": [1.092, 0.868, -0.031, -0.093, -0.166, -0.043, 0.182, 0.032, 0.040, -0.113, 0.034, 0.031, 0.057, 0.121, -0.009, -0.020, -0.194, 0.035, 0.045, -0.253, -0.102, -0.089, -0.696, -0.135, -0.068, 0.078, 0.019, 0.094, -0.071, 0.112, 0.156, 0.136, 0.138, 0.129, 0.162, 0.147, 0.130, 0.143, 0.142, 0.167, 0.155, 0.123, 0.126, 0.128, 0.123, 0.138]
}